DFT (ωB97M-V with the def2-TZVPD basis set) results for a structure of composition C22H42N8O5P2SSr.

```
81
Properties=species:S:1:pos:R:3:mulliken_charge:R:1
Sr 0.210 0.428 0.434 1.62
O -6.918 -1.489 1.310 -0.51
C -6.509 -0.983 0.060 -0.66
C -5.036 -0.690 0.113 0.33
C -4.418 0.033 -0.900 -1.00
C -3.058 0.257 -0.829 -0.85
N -2.300 -0.177 0.186 0.16
C -2.896 -0.856 1.174 0.19
C -4.252 -1.145 1.164 -0.18
C -2.025 -1.299 2.300 0.69
C -2.561 -1.527 3.558 -0.19
C -1.731 -1.917 4.598 0.20
C -2.271 -2.014 5.999 -0.87
O -3.140 -0.897 6.201 -0.54
C -0.394 -2.152 4.315 -0.93
C 0.066 -1.881 3.041 -0.60
N -0.713 -1.425 2.055 -0.59
H -7.837 -1.771 1.256 0.32
H -7.042 -0.061 -0.198 0.36
H -6.689 -1.704 -0.746 0.35
H -4.984 0.416 -1.739 0.50
H -2.540 0.807 -1.606 0.55
H -4.712 -1.727 1.948 0.57
H -3.608 -1.344 3.750 0.48
H -1.445 -1.989 6.714 0.37
H -2.806 -2.958 6.133 0.41
H -3.674 -1.049 6.988 0.31
H 0.297 -2.482 5.079 0.48
H 1.116 -2.004 2.799 0.52
C 5.223 -0.401 -2.644 -1.20
N 4.423 -0.107 -1.455 1.04
C 5.155 0.596 -0.398 -1.05
P 2.963 -0.779 -1.215 0.04
O 2.564 -0.760 0.231 -1.03
O 1.799 0.021 -1.985 -0.17
P 1.147 1.375 -2.643 -0.06
O -0.204 1.415 -2.007 -0.78
N 2.102 2.589 -2.106 0.50
C 2.239 2.630 -0.650 -0.80
C 3.186 3.200 -2.878 -0.93
N 1.170 1.213 -4.240 0.54
C 2.354 0.786 -4.980 -1.01
C 0.016 1.603 -5.060 -0.93
N 2.874 -2.220 -1.963 0.49
C 3.787 -3.259 -1.479 -1.17
C 2.173 -2.562 -3.193 -0.71
H 5.542 0.527 -3.122 0.34
H 4.650 -0.987 -3.360 0.36
H 6.112 -0.970 -2.368 0.31
H 5.476 1.577 -0.754 0.29
H 6.040 0.025 -0.112 0.35
H 4.523 0.713 0.478 0.28
H 1.341 3.044 -0.173 0.31
H 3.075 3.267 -0.366 0.43
H 2.495 1.642 -0.221 0.22
H 2.910 3.234 -3.929 0.30
H 4.128 2.656 -2.769 0.27
H 3.325 4.224 -2.535 0.44
H 3.174 0.572 -4.297 0.18
H 2.679 1.567 -5.670 0.42
H 2.132 -0.114 -5.555 0.35
H -0.834 1.822 -4.421 0.25
H -0.244 0.783 -5.729 0.32
H 0.255 2.486 -5.655 0.30
H 4.263 -2.947 -0.549 0.34
H 4.563 -3.474 -2.217 0.35
H 3.229 -4.174 -1.279 0.40
H 1.460 -1.787 -3.461 0.09
H 1.630 -3.497 -3.049 0.35
H 2.879 -2.703 -4.017 0.30
C -3.358 2.450 2.269 -0.78
N -2.860 1.773 3.457 -0.08
C -1.588 1.749 3.867 0.40
N -1.358 1.203 5.065 -0.31
S -0.274 2.369 2.969 -0.46
H -4.155 1.855 1.825 0.22
H -2.546 2.563 1.559 0.23
H -3.740 3.440 2.520 0.36
H -3.556 1.476 4.125 0.26
H -2.067 0.703 5.589 0.15
H -0.407 1.194 5.392 0.21
```

HOMO ... -13.391 eV
Max |F| ... 0.01642 hartree/bohr
Spin multiplicity ... 1
Total charge ... +2

=====

DFT (ωB97M-V with the def2-TZVPD basis set) results for a structure of composition C22H42NOP3RuS.

```
71
Properties=species:S:1:pos:R:3:mulliken_charge:R:1
Ru 0.229 -0.154 0.718 -0.06
P 1.613 -0.996 2.259 1.26
P 1.400 1.875 0.269 1.26
P -0.818 -2.234 0.110 1.28
H -0.824 1.958 -8.719 0.35
C -1.772 1.414 -8.590 -0.19
C -2.907 2.052 -8.289 -0.13
H -2.936 3.144 -8.152 0.32
C 3.023 -1.860 1.465 -1.19
C 2.423 0.200 3.379 -1.07
C 0.967 -2.271 3.400 -1.06
C 0.628 3.014 -0.940 -1.39
C 1.678 3.029 1.658 -1.14
C 3.055 1.547 -0.441 -1.37
C -2.183 -2.188 -1.113 -1.37
C -1.705 -3.175 1.414 -1.39
C 0.391 -3.389 -0.635 -1.42
H -1.753 0.329 -8.776 0.34
H -3.867 1.519 -8.210 0.32
H 3.735 -2.202 2.233 0.51
H 3.541 -1.169 0.785 0.26
H 2.662 -2.732 0.901 0.25
H 3.052 -0.326 4.115 0.52
H 1.671 0.785 3.933 0.09
H 3.077 0.877 2.807 0.40
H 1.617 -3.160 3.374 0.47
H -0.044 -2.580 3.106 0.01
H 0.935 -1.912 4.438 0.40
H 1.093 4.008 -0.902 0.57
H -0.439 3.100 -0.680 0.40
H 0.721 2.606 -1.956 0.31
H 2.669 3.499 1.555 0.44
H 1.619 2.510 2.622 0.15
H 0.899 3.807 1.624 0.48
H 3.492 2.495 -0.793 0.52
H 2.946 0.859 -1.294 0.29
H 3.713 1.093 0.318 0.33
H -2.774 -3.111 -1.026 0.62
H -1.803 -2.090 -2.140 0.27
H -2.827 -1.325 -0.875 0.36
H -2.482 -3.791 0.936 0.52
H -2.214 -2.461 2.086 0.23
H -1.033 -3.837 1.973 0.46
H -0.149 -4.171 -1.192 0.49
H 1.018 -3.859 0.137 0.34
H 1.027 -2.826 -1.337 0.33
C -1.035 0.600 -2.369 -0.25
C 0.146 0.123 -3.047 0.33
C 0.162 -0.005 -4.422 -1.03
C -0.982 0.321 -5.179 -0.15
C -2.153 0.759 -4.535 -0.32
C -2.188 0.920 -3.168 -0.28
O -1.119 0.747 -1.103 -0.40
H 1.301 -0.639 -0.375 0.11
H 1.016 -0.135 -2.436 0.30
H 1.066 -0.360 -4.914 0.47
H -0.964 0.229 -6.252 0.34
H -3.044 0.991 -5.118 0.42
H -3.072 1.279 -2.634 0.51
S -1.628 0.744 2.032 -0.31
C -1.262 0.728 3.695 0.56
N -1.617 -0.379 4.420 0.13
C -1.268 -0.544 5.734 -0.38
C -0.595 0.459 6.407 -0.56
C -0.280 1.634 5.705 -0.31
C -0.620 1.768 4.360 -0.90
H -2.160 -1.109 3.954 0.28
H -1.543 -1.489 6.208 0.46
H -0.301 0.322 7.439 0.47
H 0.225 2.438 6.225 0.51
H -0.450 2.695 3.818 0.64
```

HOMO (spin up / spin down) ... -19.352 / -19.500 eV
Max |F| ... 0.09015 hartree/bohr
Spin multiplicity ... 5
Total charge ... +4

=====

DFT (ωB97M-V with the def2-TZVPD basis set) results for a structure of composition C22H42NP3PrS.

```
70
Properties=species:S:1:pos:R:3:mulliken_charge:R:1
Pr -0.221 -0.037 -0.056 0.37
P 0.773 -1.426 2.282 0.91
P 2.751 -1.307 -0.955 1.11
P -1.638 1.635 1.725 1.30
H 0.782 -1.298 -4.078 0.37
C 0.179 -0.399 -3.953 -0.64
C 0.667 0.834 -3.743 -0.65
H 1.725 1.081 -3.812 0.39
C -0.042 -3.064 2.153 -1.21
C 2.452 -1.942 2.825 -1.45
C 0.196 -0.817 3.920 -1.29
C 3.467 -1.114 -2.634 -1.19
C 4.307 -1.014 -0.023 -1.31
C 2.625 -3.145 -0.873 -1.36
C -2.341 2.954 0.642 -1.24
C -1.357 2.578 3.267 -1.27
C -3.115 0.636 2.159 -1.28
H -0.898 -0.577 -3.952 0.35
H 0.009 1.669 -3.490 0.40
H 0.129 -3.607 3.090 0.43
H 0.387 -3.624 1.311 0.35
H -1.121 -2.940 1.989 0.41
H 2.371 -2.408 3.817 0.55
H 3.113 -1.070 2.912 0.39
H 2.904 -2.663 2.133 0.38
H 0.464 -1.574 4.671 0.59
H -0.889 -0.650 3.931 0.28
H 0.702 0.124 4.179 0.33
H 3.678 -2.109 -3.050 0.44
H 4.398 -0.533 -2.600 0.44
H 2.758 -0.594 -3.286 0.03
H 5.094 -1.701 -0.365 0.44
H 4.158 -1.165 1.047 0.22
H 4.640 0.018 -0.179 0.35
H 3.493 -3.605 -1.364 0.49
H 1.714 -3.448 -1.407 0.38
H 2.551 -3.488 0.169 0.27
H -3.434 3.003 0.741 0.42
H -2.091 2.790 -0.415 0.31
H -1.914 3.922 0.937 0.44
H -2.303 2.860 3.763 0.44
H -0.782 3.499 3.066 0.43
H -0.772 1.971 3.979 0.27
H -3.923 1.330 2.432 0.51
H -2.854 0.002 3.016 0.32
H -3.445 -0.051 1.371 0.27
C -4.033 -0.330 -2.326 0.79
C -5.058 -1.143 -1.860 -0.30
C -6.240 -1.300 -2.600 -0.70
C -6.418 -0.664 -3.831 -0.44
C -5.360 0.139 -4.296 -0.65
C -4.202 0.313 -3.577 -0.37
S -2.578 0.077 -1.340 -0.21
H -1.508 -1.017 -1.364 0.21
H -4.960 -1.660 -0.905 0.40
H -7.065 -1.919 -2.262 0.41
H -7.349 -0.744 -4.416 0.42
H -5.448 0.668 -5.251 0.38
H -3.411 0.956 -3.915 0.44
C 4.099 3.104 1.253 -0.40
C 3.339 2.467 2.261 -1.08
C 2.187 1.768 1.892 -0.33
N 1.794 1.625 0.609 0.46
C 2.539 2.202 -0.373 -0.11
C 3.682 2.970 -0.076 -0.67
H 4.999 3.670 1.488 0.46
H 3.639 2.504 3.289 0.51
H 1.573 1.312 2.646 0.61
H 2.207 2.035 -1.418 0.26
H 4.227 3.427 -0.923 0.45
```

HOMO (spin up / spin down) ... -17.278 / -17.279 eV
Max |F| ... 0.07205 hartree/bohr
Spin multiplicity ... 3
Total charge ... +3

=====

DFT (ωB97M-V with the def2-TZVPD basis set) results for a structure of composition C22H42NP3S2Sm.

```
71
Properties=species:S:1:pos:R:3:mulliken_charge:R:1
Sm -1.713 0.533 0.068 0.39
P -0.918 -2.195 1.396 0.92
P 1.318 0.455 0.739 0.81
P 0.923 -2.026 -4.193 0.79
H -4.842 0.187 -0.077 0.32
C -4.023 -0.147 -0.770 -1.11
C -3.147 -1.148 -0.479 -0.35
H -3.144 -1.443 0.611 0.49
C -1.542 -2.070 3.146 -1.27
C 0.569 -3.224 1.656 -1.34
C -2.033 -3.551 0.797 -1.46
C 2.173 2.007 0.285 -1.07
C 1.967 0.330 2.452 -1.07
C 2.499 -0.725 0.000 -0.89
C 1.527 -2.930 -5.622 -1.16
C 0.842 -3.199 -2.822 -0.68
C 2.045 -0.667 -3.894 -0.84
H -4.100 0.199 -1.809 0.61
H -2.446 -1.552 -1.277 0.42
H -2.324 -1.292 3.222 0.27
H -0.698 -1.819 3.811 0.30
H -1.961 -3.055 3.418 0.56
H 1.350 -2.657 2.177 0.37
H 0.918 -3.566 0.672 0.34
H 0.266 -4.094 2.256 0.48
H -2.917 -3.178 0.262 0.56
H -2.397 -4.122 1.660 0.45
H -1.469 -4.172 0.091 0.40
H 3.254 1.822 0.288 0.44
H 1.948 2.799 1.004 0.29
H 1.868 2.343 -0.711 0.24
H 3.041 0.118 2.395 0.53
H 1.479 -0.477 3.003 0.21
H 1.821 1.262 3.001 0.22
H 3.500 -0.445 0.351 0.54
H 2.480 -0.670 -1.092 -0.31
H 2.299 -1.754 0.313 0.36
H 2.578 -2.667 -5.799 0.40
H 0.921 -2.657 -6.495 0.40
H 1.463 -4.011 -5.442 0.38
H 1.391 -4.116 -3.083 0.47
H -0.201 -3.492 -2.643 0.34
H 1.242 -2.751 -1.904 -0.04
H 2.486 -0.369 -4.853 0.48
H 2.841 -0.987 -3.218 0.49
H 1.521 0.191 -3.463 -0.07
C -1.459 1.785 -2.684 0.39
C -0.384 2.553 -3.222 -0.78
C -0.014 3.776 -2.665 -0.55
C -0.654 4.278 -1.509 -0.78
C -1.766 3.570 -0.996 -0.03
C -2.273 2.440 -1.676 -1.01
S -1.658 0.182 -3.267 -0.32
H -0.352 -1.443 -4.416 -0.01
H 0.246 2.109 -4.006 0.57
H 0.806 4.315 -3.156 0.45
H -0.390 5.261 -1.099 0.49
H -2.287 3.952 -0.100 0.63
H -3.297 2.052 -1.431 0.77
S -2.300 1.651 2.498 -0.30
C -0.959 2.092 3.479 0.65
N -0.231 3.217 3.161 0.14
C 0.859 3.623 3.886 -0.30
C 1.241 2.923 5.012 -0.64
C 0.465 1.823 5.407 -0.30
C -0.640 1.432 4.659 -0.71
H -0.534 3.745 2.344 0.20
H 1.350 4.520 3.524 0.44
H 2.095 3.276 5.603 0.45
H 0.724 1.281 6.309 0.46
H -1.247 0.569 4.914 0.49
```

HOMO (spin up / spin down) ... -15.556 / -15.585 eV
Max |F| ... 0.09431 hartree/bohr
Spin multiplicity ... 6
Total charge ... +3

=====

max |F| of number 3 (C22H42NP3PrS)? 0.07205 hartree/bohr